Entry 1:
The following is a DFT calculation (ωB97M-V/def2-TZVPD) of one molecule with the formula C3H4N2OS2.

Its charge is 0. The LUMO energy is 0.19 eV. The HOMO energy is -7.8 eV. Its SMILES is Nn1cc(O)sc1=S.

```
12
Properties=species:S:1:pos:R:3:forces:R:3
N -1.084 1.743 0.107 -0.529 1.970 4.566
N -0.262 0.708 -0.154 0.131 -2.397 2.534
C -0.362 -0.414 0.680 0.871 -1.645 -0.051
C 0.421 -1.466 0.364 0.558 0.759 -1.736
O 0.380 -2.690 0.932 -0.494 -0.261 0.450
S 1.259 -1.055 -1.190 -0.199 0.183 1.185
C 0.609 0.594 -1.123 0.610 -0.314 -1.916
S 0.858 1.733 -2.278 0.408 0.488 -0.424
H -1.088 2.346 -0.642 0.038 1.542 -2.407
H -0.774 2.390 0.982 -0.426 -2.238 -2.520
H -1.056 -0.544 1.460 -0.885 0.694 0.766
H 1.099 -3.345 0.861 -0.083 1.220 -0.445
```
Positions in Å, forces in eV/Å.

=====

Entry 2:
The following is a DFT calculation (ωB97M-V/def2-TZVPD) of a 2-piece molecular cluster, C2H4O4 overall.

Its charge is 0. The LUMO energy is 0.23 eV. The HOMO energy is -10.9 eV. Its SMILES is O=CO.O=CO.

```
10
Properties=species:S:1:pos:R:3:forces:R:3
O 1.413 -5.546 -4.674 1.478 2.224 1.056
C 2.054 -4.746 -4.015 -0.905 -2.689 0.986
O 2.439 -3.533 -4.297 0.799 2.481 -0.949
H 2.444 -4.855 -2.984 -0.514 -1.581 0.180
H 2.972 -3.185 -3.531 -0.852 -0.436 -1.277
O -5.131 -5.252 0.272 1.339 1.328 1.384
C -4.381 -4.518 0.891 -1.591 -1.378 -0.456
O -3.542 -3.709 0.269 1.659 1.194 -0.163
H -4.333 -4.411 1.992 -0.204 -0.338 -0.182
H -2.894 -3.236 0.859 -1.208 -0.805 -0.578
```
Positions in Å, forces in eV/Å.

=====

Entry 3:
The following is a DFT calculation (ωB97M-V/def2-TZVPD) of CH7N2O3 as an isolated structure.

Its charge is +1. The LUMO energy is -3.05 eV. The HOMO energy is -15.3 eV.

```
13
Properties=species:S:1:pos:R:3:forces:R:3
C -0.463 -0.380 0.991 -2.745 0.633 -2.147
N 0.254 -0.051 -0.022 -0.048 0.640 0.991
N 0.224 1.103 -2.275 -3.618 -1.166 -1.976
O -1.798 -0.139 0.931 0.895 -0.176 0.671
O 1.095 -1.292 2.385 1.777 1.467 -2.179
O -0.236 -1.078 2.040 -0.313 -1.157 2.494
H 0.029 0.719 -1.043 0.313 -0.466 -0.200
H 1.238 -0.165 0.130 0.618 -0.393 0.097
H 0.225 0.177 -2.849 -0.002 2.245 1.131
H 1.046 1.582 -2.453 2.592 0.756 -0.132
H -0.463 1.785 -2.748 0.725 -1.697 1.069
H -2.251 -0.404 1.776 0.636 0.254 -0.989
H 1.098 -1.858 3.138 -0.832 -0.942 1.171
```
Positions in Å, forces in eV/Å.

=====

Entry 4:
The following is a DFT calculation (ωB97M-V/def2-TZVPD) of C24H37N3P2STm as an isolated structure.

Its expectation value of S² is 2.085. Its charge is +1. The spin multiplicity is 3. The LUMO energy (alpha / beta) is -3.50 / -3.50 eV. The HOMO energy (alpha / beta) is -7.8 / -10.0 eV.

```
68
Properties=species:S:1:pos:R:3:forces:R:3
C -0.106 0.824 -4.999 -0.648 0.369 1.122
C -0.928 0.870 -3.878 0.124 0.160 -0.746
C -1.765 -0.270 -3.632 -0.121 -1.227 0.578
C -1.336 -1.574 -4.106 -0.129 0.667 0.432
C -0.201 -1.598 -4.962 0.215 0.019 -0.821
C 0.279 -0.424 -5.520 -0.146 -1.229 -0.146
C -1.978 -2.702 -3.570 0.201 0.531 0.811
C -2.817 -2.552 -2.441 0.070 0.519 0.053
C -3.207 -1.212 -2.075 1.013 -0.118 -0.458
C -3.811 -0.976 -0.791 -0.686 -0.288 0.048
C -4.441 -2.040 -0.162 0.607 0.951 -0.392
C -4.094 -3.356 -0.523 0.521 -0.603 -0.895
C -3.193 -3.593 -1.548 -0.524 -0.538 0.129
H 0.284 1.752 -5.413 0.398 -0.209 0.298
H 0.278 -2.566 -5.141 -0.260 0.373 -0.374
H 1.020 -0.453 -6.319 -0.093 -0.081 0.330
H -1.720 -3.691 -3.925 0.034 -0.069 -0.003
H -5.131 -1.850 0.653 0.333 -0.085 0.232
H -4.498 -4.180 0.054 0.185 0.020 -0.010
H -2.721 -4.572 -1.686 -0.550 0.182 -0.031
N -2.806 -0.155 -2.801 1.114 0.519 1.357
Tm 0.735 -0.065 0.877 1.395 2.553 0.246
C -0.838 1.956 -2.829 -0.536 -0.072 -0.512
H -1.840 2.114 -2.408 0.251 0.247 -0.025
H -0.443 2.872 -3.294 -0.151 -0.088 0.301
C -3.593 0.356 -0.116 -0.246 -0.195 -0.497
H -3.516 1.132 -0.891 -0.171 -0.067 0.388
H -4.418 0.555 0.589 0.340 0.165 -0.212
P 0.299 1.526 -1.394 0.037 0.655 -1.131
P -1.991 0.430 0.879 -1.749 0.176 0.384
C -2.509 -0.510 2.367 -0.070 -0.033 0.143
H -1.702 -0.519 3.116 -0.254 0.014 -0.159
H -3.395 -0.015 2.792 0.222 -0.288 0.016
H -2.761 -1.541 2.089 0.060 0.187 0.091
C -2.202 2.147 1.516 0.105 0.047 0.065
H -3.053 2.152 2.214 0.228 0.152 -0.252
H -1.298 2.477 2.047 -0.258 -0.048 -0.098
H -2.404 2.832 0.682 0.034 -0.140 0.239
C 1.907 1.368 -2.253 -0.002 0.095 -0.032
H 2.139 2.316 -2.746 0.175 -0.151 -0.051
H 2.702 1.127 -1.538 -0.008 0.098 -0.115
H 1.851 0.569 -2.994 0.045 0.019 0.015
C 0.516 3.203 -0.655 -0.016 -0.004 -0.026
H 1.189 3.169 0.216 -0.200 0.007 -0.213
H 0.956 3.854 -1.422 -0.140 -0.008 0.255
H -0.450 3.611 -0.329 0.284 -0.086 -0.079
H 0.380 -1.886 0.769 -1.357 -1.882 -2.009
H -0.015 -1.751 0.058 0.257 -1.165 1.112
C 3.601 2.600 2.701 0.189 -0.170 0.389
N 3.710 1.198 3.085 1.699 1.354 0.302
C 4.990 0.742 3.641 -0.353 0.225 -0.138
C 2.654 0.378 3.014 -1.198 -0.781 -1.964
S 1.029 1.015 3.173 -0.878 0.376 0.921
N 2.930 -0.992 3.115 -0.537 -1.443 -0.139
C 3.256 -1.509 4.449 0.147 -0.254 0.058
C 2.099 -1.918 2.329 0.830 0.822 1.119
H 4.538 3.085 2.995 -0.380 0.075 -0.127
H 2.756 3.086 3.202 0.219 -0.032 -0.124
H 3.480 2.716 1.612 -0.061 -0.094 0.085
H 4.892 0.567 4.726 0.251 0.036 -0.349
H 5.313 -0.183 3.143 0.025 0.284 0.173
H 5.715 1.544 3.467 -0.023 -0.424 0.104
H 3.012 -0.771 5.219 0.055 -0.196 -0.087
H 2.684 -2.425 4.639 0.176 0.210 0.211
H 4.328 -1.739 4.463 -0.244 -0.098 0.417
H 1.005 -1.738 2.527 0.311 -0.065 -0.193
H 2.391 -1.878 1.255 -0.226 -0.061 0.333
H 2.261 -2.940 2.689 0.065 0.186 -0.350
```
Positions in Å, forces in eV/Å.